1.
# C14H25GaNO5P2

C14H25GaNO5P2 as an isolated structure at a distorted geometry (ωB97M-V/def2-TZVPD, OMol25).

As for the HOMO-LUMO gap: 7.293 eV. The calculation puts the HOMO energy at -12.01 eV. The multiplicity is 1. Its maximum force is 0.1227 hartree/bohr. The total charge is +1. The value obtained for the calculated total energy is -97595.2637 eV.

Each line ends with the Löwdin charge.
Positions of all 48 atoms, in Å:
Ga 0.285944 -0.209147 -1.423674  0.0972
H 3.004788 -0.679508 -2.689906  0.0763
H 2.716408 -1.374976 -2.656610  0.0702
P 1.049849 2.082513 -1.598189  0.7499
P -0.393609 -2.562739 -1.658157  0.7524
C -0.393163 -3.515994 -0.105429  -0.2434
H -0.828288 -4.510258 -0.286470  0.0617
H 0.636853 -3.634597 0.255428  0.0510
H -0.981412 -2.996625 0.664488  0.0476
C -2.166710 -2.478885 -2.103075  -0.2281
H -2.273326 -2.058217 -3.111626  0.0597
H -2.606074 -3.486942 -2.083926  0.0651
H -2.698809 -1.830348 -1.392593  0.0501
C 0.350764 -3.636337 -2.917393  -0.2387
H 1.397023 -3.833206 -2.660624  0.0480
H -0.192679 -4.586963 -2.979579  0.0648
H 0.316141 -3.137084 -3.891928  0.0576
C -0.386820 3.147674 -1.913469  -0.2127
H -0.053031 4.193155 -1.861033  0.0685
H -0.771537 2.930492 -2.917570  0.0666
H -1.182876 2.967581 -1.163614  0.0267
C 1.864495 2.802292 -0.142745  -0.2323
H 2.824094 2.298336 0.036242  0.0494
H 2.038617 3.870618 -0.340711  0.0656
H 1.223907 2.690894 0.742659  0.0600
C 2.183372 2.438651 -2.966523  -0.2343
H 1.753282 2.069828 -3.903126  0.0580
H 2.330402 3.523464 -3.029933  0.0678
H 3.143704 1.945586 -2.786312  0.0459
C 1.904944 -0.591489 -0.267812  -0.0417
O 2.832418 -0.693615 0.413319  0.2142
H 0.016490 -0.146051 -2.977946  -0.0255
O -2.037643 2.169286 0.282500  0.0483
C -1.666086 1.030453 0.576664  -0.5297
O -1.411528 0.067379 -0.294659  -0.1387
C -1.451878 0.687746 2.024386  -0.1112
C -0.641424 -0.391738 2.425165  -0.0160
C -0.291491 -0.545335 3.760044  0.0225
C -0.759799 0.378413 4.714933  -0.1392
C -1.590817 1.453671 4.329454  0.0415
C -1.969778 1.569290 2.996326  0.0165
N -0.335256 0.223047 6.066271  -0.3131
O 0.431480 -0.732478 6.338571  0.0600
O -0.714126 1.039290 6.934825  0.0799
H -0.248787 -1.101522 1.698441  0.0812
H 0.326069 -1.375814 4.089054  0.1220
H -1.933222 2.165031 5.078807  0.1285
H -2.650882 2.365198 2.697070  0.1298

Atoms 1-3, force components in eV/Å:
Ga -3.279 0.572 -1.211
H -0.099 -0.336 -0.042
H 0.167 0.298 -0.079

---

2.
# C36H26N4O6RhS2Se

C36H26N4O6RhS2Se as an isolated structure at a distorted geometry (ωB97M-V/def2-TZVPD, OMol25).

As for the HOMO-LUMO gap (spin up / spin down): 6.217 / 6.218 eV. The calculation puts the HOMO energy (spin up / spin down) at -10.56 / -10.56 eV. The multiplicity is 1. Its maximum force is 0.0406 hartree/bohr. The total charge is +1. The value obtained for the calculated total energy is -146014.5922 eV.

Each line ends with the Löwdin charge.
Positions of all 76 atoms, in Å:
Rh 0.164488 -0.749839 -0.220845  0.9913
S 5.237463 0.887940 4.430976  1.0731
C 6.662934 -0.001147 4.146078  -0.3923
C 6.570734 -0.761334 3.022250  -0.1622
C 5.313464 -0.617989 2.379886  -0.1127
C 4.477012 0.247972 3.028008  -0.4906
C 3.112792 0.639534 2.648058  -0.1691
C 2.409850 -0.130723 1.700087  -0.0432
N 1.195810 0.142848 1.300017  0.0028
C 0.576910 1.260809 1.771233  -0.1316
C 1.176820 2.067554 2.736436  -0.1076
C 0.467385 3.220785 3.229789  0.0077
C -0.754233 3.527850 2.761684  0.0050
C -1.365658 2.717738 1.745169  -0.1102
C -2.632104 2.987298 1.209853  0.0765
C -3.169880 2.175403 0.235955  -0.1702
C -2.364690 1.103679 -0.203289  -0.0423
N -1.166146 0.850444 0.281092  0.0307
C -0.673443 1.614389 1.254163  -0.1651
C -4.501056 2.401451 -0.340282  -0.4872
C -5.435691 3.320420 0.044343  -0.1091
C -6.620684 3.270212 -0.733971  -0.1617
C -6.564193 2.310833 -1.696470  -0.3925
S -5.084363 1.468774 -1.665578  1.0678
C 2.465527 1.726464 3.171780  0.0508
H 7.496705 0.083650 4.825725  0.0762
H 7.368184 -1.394474 2.661761  0.1114
H 5.061328 -1.124416 1.457266  0.1168
H 2.843765 -1.013737 1.255348  0.0578
H 0.940796 3.835759 3.985092  0.1275
H -1.290067 4.392293 3.133674  0.1273
H -3.181199 3.847785 1.573081  0.1313
H -2.703334 0.437209 -0.988209  0.0984
H -5.297078 4.013943 0.862892  0.1134
H -7.473949 3.915228 -0.583066  0.1120
H -7.316438 2.052948 -2.425712  0.0765
H 2.956301 2.357173 3.905315  0.1178
C -2.191991 -4.711139 4.283597  -0.0390
C -1.278117 -4.250091 3.186956  -0.2445
C 0.117110 -4.285441 3.345510  -0.0038
C 0.991779 -3.859788 2.365437  -0.2712
C 2.457538 -3.992442 2.681797  -0.0510
C 0.437333 -3.380184 1.134284  -0.4955
Se 1.493035 -2.783941 -0.336062  0.8653
C -0.963658 -3.390177 0.944158  -0.2998
C -1.608771 -3.057375 -0.382394  -0.1060
C -1.790697 -3.801369 1.984460  -0.0164
H -1.631595 -5.004071 5.169713  0.0782
H -2.783421 -5.567587 3.957202  0.0899
H -2.890483 -3.921780 4.564310  0.0865
H 0.529317 -4.660245 4.276003  0.1185
H 2.586634 -4.345559 3.704505  0.0826
H 2.980082 -3.061562 2.592197  0.0485
H 2.949245 -4.701693 2.017471  0.0898
H -0.917347 -2.639163 -1.092355  -0.0351
H -2.450487 -2.373977 -0.251489  0.0860
H -2.005790 -3.973484 -0.828251  0.1072
H -2.864091 -3.796744 1.826299  0.1295
O -0.785938 -1.162282 -2.000803  -0.1419
C 0.173269 -0.585966 -2.621045  -0.5062
O 1.111146 -0.116828 -1.874045  -0.0783
C 0.218876 -0.440467 -4.085868  -0.0892
C 1.222264 0.313048 -4.678887  0.0946
C 1.226756 0.429554 -6.051978  -0.0908
C 0.277273 -0.173195 -6.851839  0.1082
C -0.701902 -0.915164 -6.224539  -0.0911
C -0.753726 -1.066127 -4.855404  0.0962
N -1.741977 -1.570670 -7.054274  -0.3465
O -2.557287 -2.252965 -6.473883  0.1003
O -1.698561 -1.374589 -8.246323  0.1121
N 2.293082 1.234928 -6.695589  -0.3466
O 2.270504 1.315268 -7.901323  0.1122
O 3.103734 1.755803 -5.961879  0.1006
H 1.985967 0.799058 -4.089297  0.1401
H 0.298760 -0.067005 -7.926100  0.1415
H -1.534132 -1.660514 -4.402994  0.1408

Atoms 1-3, force components in eV/Å:
Rh 0.301 -0.277 0.760
S -0.037 0.059 0.112
C 0.045 0.016 0.039

---

3.
# C31H20BrN7O3SeZr

C31H20BrN7O3SeZr as an isolated structure at a distorted geometry (ωB97M-V/def2-TZVPD, OMol25).

As for the HOMO-LUMO gap: 6.547 eV. The calculation puts the HOMO energy at -13.48 eV. The multiplicity is 1. Its maximum force is 0.0439 hartree/bohr. The total charge is +2. The value obtained for the calculated total energy is -185704.0702 eV.

Each line ends with the Löwdin charge.
Positions of all 64 atoms, in Å:
Zr -0.869498 0.000308 -0.471284  1.8566
O 2.725369 2.831385 -0.366216  0.0874
C 3.154128 2.155659 0.720679  -0.2509
C 4.483047 2.361025 1.091149  0.0010
C 4.995841 1.767049 2.223564  -0.0454
C 4.194689 0.944153 3.015552  -0.0605
C 2.889578 0.720476 2.653453  -0.0239
C 2.345878 1.297428 1.492900  -0.0941
C 0.945879 1.021231 1.169657  -0.3997
O 0.406430 1.458420 0.025003  -0.2108
N 0.225498 0.344315 2.023317  0.0980
N -1.094346 0.210158 1.570860  -0.1587
C -2.076429 0.711443 2.247135  0.0128
C -3.365070 0.928053 1.642741  -0.1401
C -4.476028 1.152637 2.476430  -0.0081
C -5.708126 1.465774 1.957203  -0.0445
C -5.853087 1.603886 0.576070  -0.0229
C -4.770242 1.443719 -0.265322  0.0039
C -3.513672 1.105791 0.233688  -0.2970
O -2.471860 1.022937 -0.610749  -0.2386
H 1.767557 2.736910 -0.447794  0.0899
H 5.077254 3.033691 0.486273  0.1323
H 6.022681 1.961614 2.504991  0.1207
H 4.587212 0.508017 3.923582  0.1146
H 2.243804 0.099746 3.259614  0.1139
H -1.903572 1.034392 3.272837  0.1603
H -4.344899 1.066875 3.548328  0.1285
H -6.552310 1.629252 2.611894  0.1214
H -6.820643 1.856607 0.163098  0.1248
H -4.866149 1.604472 -1.332054  0.1310
Se 6.520328 -0.710758 -0.826201  1.2386
N 5.352093 0.058425 -1.876892  -0.2022
C 4.162720 -0.362359 -1.519864  -0.3384
C 2.932501 0.064074 -2.139692  -0.0617
C 2.887689 1.029790 -3.154995  0.0695
C 1.669076 1.429885 -3.658394  0.0137
C 0.513945 0.842779 -3.159449  -0.0794
N 0.527688 -0.078369 -2.195140  -0.0499
C 1.722869 -0.452590 -1.666724  -0.1464
C 1.694195 -1.380112 -0.531862  -0.1466
N 0.475402 -1.772349 -0.073873  -0.0249
C 0.428334 -2.656443 0.919652  -0.0838
C 1.565180 -3.191082 1.510734  0.0120
C 2.804535 -2.746457 1.102004  0.0649
C 2.885184 -1.814075 0.062649  -0.0660
C 4.138130 -1.284937 -0.421544  -0.3353
N 5.308639 -1.583171 0.088322  -0.2012
H 3.817368 1.453072 -3.511979  0.1411
H 1.606590 2.191708 -4.421950  0.1314
H -0.458792 1.108624 -3.560079  0.1329
H -0.557792 -2.957017 1.250927  0.1218
H 1.475244 -3.940587 2.283705  0.1288
H 3.723360 -3.099679 1.551704  0.1383
Br -4.305293 -1.316214 -4.594963  0.8494
C -3.954369 -1.630157 -2.774836  -0.6516
C -4.966136 -2.011995 -1.901052  -0.0522
C -4.646371 -2.200546 -0.567438  -0.0055
C -3.348352 -1.977084 -0.143668  -0.1124
N -2.365301 -1.627468 -0.987173  -0.0849
C -2.671327 -1.471411 -2.284533  -0.1874
H -5.976137 -2.153245 -2.261307  0.1274
H -5.407023 -2.505947 0.137293  0.1313
H -3.072920 -2.097761 0.896931  0.1219
H -1.860153 -1.233997 -2.966902  0.1051

Atoms 1-3, force components in eV/Å:
Zr -0.131 -0.722 -2.136
O -0.013 -0.008 -0.115
C -0.121 -0.177 0.199

---

4.
# C54H78BClN6O2

A 7-piece molecular cluster, C54H78BClN6O2 overall (ωB97M-V/def2-TZVPD, OMol25).

As for the HOMO-LUMO gap: 10.055 eV. The calculation puts the HOMO energy at -9.54 eV. The SMILES is CCCCCCCCCCCCCCCCCCCCB(Cl)CCOC(C)=O.c1ccncc1.c1ccncc1.c1ccncc1.c1ccncc1.c1ccncc1.c1ccncc1. The multiplicity is 1. Its maximum force is 0.0154 hartree/bohr. The value obtained for the calculated total energy is -83498.6883 eV.

Each line ends with the Löwdin charge.
Positions of all 142 atoms, in Å:
C 7.675059 -4.397690 -2.915241  -0.1138
C 6.797903 -3.157770 -2.701637  -0.2610
C 7.580782 -1.958805 -2.141234  -0.2301
C 7.448492 -1.877870 -0.620240  -0.1960
C 8.368719 -0.896769 0.146627  -0.1987
C 9.415377 -0.104492 -0.644512  -0.2136
C 8.933430 1.036011 -1.550961  -0.2108
C 7.873057 1.975326 -0.966944  -0.2046
C 6.427161 1.480146 -1.043516  -0.2221
C 5.385154 2.602821 -0.991904  -0.2211
C 4.031356 2.129405 -1.505438  -0.2367
C 2.898399 3.138487 -1.335438  -0.2089
C 1.622472 2.721631 -2.091693  -0.2137
C 0.406988 2.558028 -1.177592  -0.2232
C -0.896078 2.346512 -1.944899  -0.2108
C -0.854781 1.098407 -2.831494  -0.2098
C -2.243396 0.517217 -3.140762  -0.1951
C -2.188349 -0.977054 -3.497923  -0.2008
C -3.466504 -1.762610 -3.132290  -0.1953
C -3.175199 -3.134359 -2.478501  -0.1671
B -3.793276 -3.407496 -1.077323  -0.7625
Cl -3.779643 -5.087731 -0.485657  0.7079
C -4.451868 -2.341690 -0.126297  -0.1271
C -3.489134 -1.223501 0.263785  -0.1584
O -2.478667 -1.704778 1.171319  -0.0058
C -1.199703 -1.626305 0.762067  -0.5337
C -0.254564 -1.385798 1.895414  0.0301
O -0.876055 -1.764814 -0.380629  0.1237
H 8.119012 -4.385768 -3.911826  0.0684
H 7.094216 -5.317439 -2.827303  0.0650
H 8.479940 -4.440248 -2.177506  0.0693
H 5.975660 -3.399186 -2.022428  0.1010
H 6.340980 -2.880731 -3.654793  0.0981
H 7.173724 -1.048596 -2.585214  0.0845
H 8.626489 -2.031837 -2.451680  0.1078
H 6.402169 -1.652417 -0.393768  0.1036
H 7.621891 -2.885013 -0.224960  0.1064
H 8.926448 -1.481176 0.883972  0.1023
H 7.773583 -0.194991 0.734604  0.0897
H 10.080598 0.346365 0.100576  0.1071
H 10.040129 -0.797885 -1.215145  0.1029
H 8.577005 0.665269 -2.516146  0.0972
H 9.816455 1.640131 -1.782915  0.1048
H 8.127880 2.266505 0.058414  0.1189
H 7.910949 2.899125 -1.555692  0.1045
H 6.280287 0.921470 -1.974131  0.1054
H 6.197603 0.799920 -0.219863  0.0981
H 5.274757 2.921800 0.050540  0.1189
H 5.735850 3.456250 -1.581298  0.1117
H 4.124712 1.841806 -2.558706  0.1152
H 3.767761 1.215247 -0.957152  0.1209
H 3.245556 4.111146 -1.694844  0.1100
H 2.660055 3.211793 -0.269817  0.1083
H 1.385405 3.435958 -2.885543  0.1142
H 1.816246 1.754977 -2.567560  0.1005
H 0.581850 1.679256 -0.544816  0.1134
H 0.328538 3.444852 -0.540452  0.1085
H -1.724831 2.273606 -1.236632  0.0813
H -1.068533 3.230978 -2.569122  0.1166
H -0.260306 0.320481 -2.341431  0.1043
H -0.374881 1.358647 -3.779371  0.1128
H -2.879830 0.672752 -2.262158  0.0875
H -2.691215 1.082647 -3.963506  0.1169
H -2.006302 -1.056943 -4.570445  0.0872
H -1.323413 -1.421270 -3.002835  0.0898
H -4.124673 -1.142207 -2.520226  0.0883
H -4.011988 -1.953167 -4.060792  0.1008
H -2.096527 -3.313915 -2.404596  0.1060
H -3.548227 -3.936841 -3.128347  0.0978
H -5.306991 -1.886692 -0.640674  0.1153
H -4.823778 -2.807554 0.788809  0.0799
H -3.043068 -0.754963 -0.611396  0.1024
H -4.041571 -0.455894 0.809975  0.1184
H 0.722158 -1.137767 1.486783  0.0873
H -0.609860 -0.577824 2.533138  0.0880
H -0.165873 -2.290342 2.499976  0.0947
C -8.701997 -3.258920 -1.976348  -0.0771
C -7.523930 -3.013458 -2.663619  -0.0731
C -7.376676 -1.796927 -3.314239  -0.1517
N -8.309345 -0.846572 -3.318591  0.0582
C -9.435972 -1.096885 -2.656675  -0.1568
C -9.680589 -2.278803 -1.972061  -0.0745
H -8.853245 -4.194815 -1.454125  0.1059
H -6.729821 -3.748555 -2.697866  0.1013
H -6.465863 -1.569340 -3.857222  0.0938
H -10.181127 -0.309031 -2.675591  0.1016
H -10.616283 -2.422923 -1.449408  0.0999
C 1.969262 -3.668621 -5.958405  -0.0810
C 1.951244 -2.318988 -6.271344  -0.0732
C 0.727311 -1.667520 -6.313662  -0.1501
N -0.434628 -2.269060 -6.072802  0.0520
C -0.402765 -3.564904 -5.772977  -0.1512
C 0.766578 -4.307318 -5.702284  -0.0712
H 2.903937 -4.212611 -5.912802  0.1038
H 2.864949 -1.778195 -6.476843  0.0996
H 0.674194 -0.609688 -6.548197  0.1041
H -1.363061 -4.029724 -5.575292  0.1040
H 0.731530 -5.358363 -5.450389  0.1008
C -5.158339 -5.029852 2.961006  -0.0817
C -6.030877 -5.900440 3.594642  -0.0720
C -6.529628 -5.548579 4.840245  -0.1613
N -6.215133 -4.417671 5.467954  0.0486
C -5.374221 -3.591731 4.849518  -0.1560
C -4.821565 -3.848414 3.603342  -0.0691
H -4.745199 -5.259513 1.987196  0.0444
H -6.321886 -6.835036 3.134350  0.0997
H -7.216411 -6.204893 5.363814  0.1005
H -5.130830 -2.678370 5.381666  0.1012
H -4.140321 -3.139084 3.150514  0.0923
C -4.557366 4.963451 0.634705  -0.0719
C -5.893520 4.629652 0.473763  -0.0718
C -6.233576 3.289588 0.359335  -0.1548
N -5.342510 2.301015 0.394689  0.0604
C -4.064746 2.640191 0.546897  -0.1840
C -3.618256 3.945864 0.671918  -0.0810
H -4.253507 5.997834 0.730395  0.1061
H -6.660950 5.390747 0.437211  0.0997
H -7.268423 2.991411 0.232854  0.1022
H -3.360420 1.814264 0.572709  0.0886
H -2.564584 4.152457 0.801305  0.0988
C -2.290306 3.002911 6.333230  -0.0776
C -1.058674 3.510407 5.950283  -0.0684
C -0.806377 3.665810 4.595051  -0.1551
N -1.677479 3.354712 3.636273  0.0550
C -2.856852 2.870983 4.023464  -0.1562
C -3.210569 2.675964 5.349803  -0.0708
H -2.528644 2.866515 7.380349  0.1049
H -0.307356 3.784027 6.679547  0.0730
H 0.146549 4.060390 4.258462  0.1014
H -3.550237 2.625282 3.226782  0.0850
H -4.184979 2.279085 5.600340  0.1011
C 4.291122 5.306688 8.567191  -0.0794
C 3.650496 4.110358 8.846386  -0.0729
C 2.299755 4.001264 8.552762  -0.1551
N 1.579704 4.985639 8.018552  0.0471
C 2.208030 6.129729 7.757087  -0.1512
C 3.555226 6.339807 8.009868  -0.0727
H 5.344813 5.431614 8.780236  0.1054
H 4.183301 3.276391 9.281956  0.1013
H 1.766207 3.078649 8.754976  0.1035
H 1.599492 6.916238 7.324628  0.1045
H 4.012222 7.291101 7.774762  0.1012

Atoms 1-3, force components in eV/Å:
C -0.192 0.013 0.057
C 0.172 -0.051 -0.068
C -0.374 0.075 -0.104